Below is a cluster of 14 separate species, C34H72N4O38 in total at a distorted geometry, with properties calculated with the ωB97M-V functional and the def2-TZVPD basis.

Each line ends with the Löwdin charge.
Element x y z (Å)
1 C -3.4345 -5.7489 -0.7478  -0.051
2 O -4.2187 -5.4466 -1.8324  0.012
3 C -3.6990 -5.4323 -3.0319  -0.602
4 O -2.6238 -5.9153 -3.3731  0.104
5 O -4.4703 -4.7168 -3.8179  0.000
6 C -4.1368 -4.5838 -5.1800  -0.013
7 H -4.1633 -5.7390 0.0844  0.116
8 H -2.6631 -5.0681 -0.6022  0.075
9 H -3.0768 -6.7518 -0.7176  0.094
10 H -4.8017 -3.8761 -5.5982  0.091
11 H -4.1577 -5.5515 -5.7010  0.111
12 H -3.1154 -4.2662 -5.1972  0.081
13 C 1.0631 3.9024 -1.6100  -0.047
14 O 0.3362 2.9208 -2.3369  -0.034
15 C -1.0153 2.9995 -2.3100  -0.597
16 O -1.6229 3.8528 -1.6937  0.098
17 O -1.5509 2.1667 -3.1618  0.028
18 C -2.9435 2.1967 -3.1237  -0.047
19 H 0.5573 4.8758 -1.6080  0.105
20 H 1.9987 3.9187 -2.1341  0.087
21 H 1.0507 3.5741 -0.5682  0.086
22 H -3.3851 1.6596 -2.2809  0.096
23 H -3.2773 1.7160 -4.0179  0.095
24 H -3.3491 3.1947 -3.1874  0.101
25 C 2.8364 -0.7931 7.2502  -0.005
26 O 2.0216 -1.8857 6.7654  0.008
27 C 1.1603 -1.6443 5.8141  -0.620
28 O 0.8798 -0.5459 5.4187  0.108
29 O 0.7000 -2.8739 5.4395  0.007
30 C -0.2914 -2.7785 4.3636  -0.016
31 H 3.0421 -0.9073 8.3058  0.088
32 H 2.4052 0.1710 6.9788  0.092
33 H 3.8143 -0.9568 6.7683  0.099
34 H -0.0126 -2.0910 3.5472  0.066
35 H -1.1731 -2.3577 4.8261  0.097
36 H -0.4443 -3.7716 4.0008  0.086
37 C -1.6370 4.2732 1.2680  -0.045
38 O -0.8715 5.4566 1.5750  -0.008
39 C -1.0723 5.8364 2.8698  -0.663
40 O -1.7433 5.2277 3.6064  0.145
41 O -0.4845 6.9930 3.1117  0.002
42 C -0.4493 7.3522 4.4861  -0.027
43 H -2.4999 4.4842 0.6208  0.099
44 H -2.0618 3.7417 2.1813  0.101
45 H -0.9820 3.5614 0.7581  0.070
46 H 0.3239 6.7414 4.9752  0.093
47 H -1.3763 7.2681 5.0080  0.090
48 H -0.1892 8.3763 4.4822  0.082
49 C 0.9610 2.1024 3.3779  0.037
50 O 2.1284 2.5191 4.1995  0.024
51 C 2.1028 3.8269 4.3874  -0.586
52 O 1.2317 4.6121 4.0443  0.093
53 O 3.2671 4.2200 4.9302  -0.001
54 C 3.6204 5.6395 5.0565  -0.006
55 H 1.1890 0.9933 3.3717  0.096
56 H 0.9494 2.6323 2.4136  0.103
57 H 0.0474 2.2921 3.9072  0.069
58 H 2.9466 6.2035 4.4510  0.057
59 H 4.6219 5.7813 4.6659  0.090
60 H 3.5152 6.0170 6.0812  0.097
61 C 1.8326 -6.1469 -0.4950  -0.038
62 O 2.1091 -4.7941 -0.2904  0.014
63 C 2.8089 -4.1846 -1.2114  -0.607
64 O 3.3533 -4.7270 -2.1283  0.126
65 O 2.8641 -2.8417 -0.9215  -0.004
66 C 3.5268 -2.0654 -1.8751  -0.075
67 H 1.5662 -6.2512 -1.5372  0.088
68 H 1.0156 -6.3647 0.1702  0.098
69 H 2.7447 -6.7514 -0.4074  0.108
70 H 3.9170 -2.6412 -2.6919  0.084
71 H 4.4205 -1.5943 -1.4213  0.102
72 H 2.9075 -1.3469 -2.4252  0.082
73 C -3.1922 1.0039 0.7168  0.037
74 O -2.3150 0.9082 1.8947  -0.039
75 C -2.8199 1.2694 3.0719  -0.613
76 O -3.8929 1.8011 3.3058  0.120
77 O -1.8949 0.8987 3.9718  -0.025
78 C -2.0920 1.4954 5.2771  -0.014
79 H -2.9716 0.0157 0.2382  0.077
80 H -2.9043 1.8202 0.0995  0.068
81 H -4.1481 0.9727 1.2018  0.096
82 H -2.9425 1.1242 5.7670  0.082
83 H -2.1783 2.5368 5.1933  0.077
84 H -1.1850 1.2621 5.8536  0.097
85 C 1.0106 0.5992 -4.8944  -0.011
86 O 0.0255 -0.1944 -5.5620  0.015
87 C 0.2884 -1.0306 -6.5089  -0.676
88 O -0.4714 -1.8916 -6.8299  0.124
89 O 1.4465 -0.7577 -7.1169  -0.026
90 C 1.8711 -1.5249 -8.1918  -0.057
91 H 0.5830 0.6900 -3.9221  0.056
92 H 1.2729 1.5521 -5.3193  0.101
93 H 1.9064 -0.0641 -4.8195  0.106
94 H 1.4486 -1.0907 -9.1296  0.110
95 H 1.5819 -2.5769 -8.1019  0.095
96 H 2.9622 -1.3780 -8.1700  0.105
97 C -1.7132 -1.4759 -3.1571  0.004
98 O -2.4710 -1.9817 -2.0249  -0.026
99 C -3.8198 -1.9455 -2.2011  -0.598
100 O -4.3598 -1.3166 -3.0699  0.117
101 O -4.3905 -2.6402 -1.1825  -0.029
102 C -5.8706 -2.7176 -1.3805  0.007
103 H -2.4003 -0.8472 -3.7185  0.092
104 H -1.3858 -2.3794 -3.6112  0.070
105 H -0.8939 -0.8689 -2.8538  0.066
106 H -6.2352 -3.3353 -0.6011  0.074
107 H -6.0631 -3.3159 -2.3351  0.113
108 H -6.3781 -1.7528 -1.3832  0.095
109 C 3.4869 -0.9990 3.0143  -0.014
110 O 3.3530 -0.4760 1.6505  -0.019
111 C 2.0375 -0.6343 1.2623  -0.652
112 O 1.2574 -1.3932 1.7156  0.136
113 O 1.7716 0.1980 0.2897  0.002
114 C 0.5456 -0.0821 -0.4676  0.043
115 H 3.2005 -2.0914 3.0603  0.121
116 H 2.8140 -0.4540 3.7014  0.076
117 H 4.4751 -0.8497 3.3441  0.075
118 H 0.3440 0.8258 -1.0247  0.084
119 H -0.2947 -0.3498 0.2106  0.096
120 H 0.7822 -0.8748 -1.0921  0.063
121 C 2.1208 6.6453 1.2790  0.065
122 N 3.2258 5.7045 0.9488  -0.433
123 O 3.1389 5.0997 -0.0763  0.061
124 O 4.1400 5.5773 1.7588  0.057
125 H 1.7671 6.9648 0.3035  0.106
126 H 2.5228 7.4759 1.8667  0.108
127 H 1.4293 6.0534 1.8736  0.070
128 C -2.0580 -2.3370 1.3283  0.047
129 N -3.0160 -3.0378 2.2321  -0.439
130 O -2.8612 -4.1994 2.4394  0.081
131 O -3.8658 -2.2815 2.6720  0.068
132 H -1.4185 -1.8578 2.0093  0.056
133 H -2.5026 -1.6835 0.5780  0.061
134 H -1.5125 -3.1650 0.9110  0.101
135 C 0.3090 -4.8352 -5.0540  0.052
136 N 0.9014 -3.7215 -4.2835  -0.404
137 O 0.5400 -3.5936 -3.1137  0.054
138 O 1.6625 -3.0289 -4.9004  0.090
139 H 0.9283 -5.7332 -5.0309  0.104
140 H 0.2164 -4.4787 -6.0960  0.101
141 H -0.6332 -5.1510 -4.5473  0.086
142 C 4.5368 1.6310 -0.7420  0.061
143 N 4.2751 1.1386 -2.1565  -0.409
144 O 3.1749 1.2914 -2.6736  0.045
145 O 5.2568 0.7017 -2.7528  0.049
146 H 4.8278 0.7633 -0.1131  0.098
147 H 3.5994 2.0070 -0.4061  0.057
148 H 5.2706 2.4779 -0.7506  0.119

For the HOMO energy, the calculation gives -10.70 eV. The value obtained for the total energy is -120178.251 eV. The gap between HOMO and LUMO comes out at 10.91 eV. The value obtained for the LUMO energy is 0.21 eV. The total charge is 0.